Density functional theory data (wB97M-V/def2-TZVPD) for C6H14N2 as an isolated structure.

```
22
Properties=species:S:1:pos:R:3:forces:R:3:nbo_charge:R:1
C 0.3374 0.5230 -1.4312 0.0 -0.1 0.1 -0.571
C -1.4212 -0.0969 0.1341 0.2 -0.1 0.0 -0.418
N -0.0090 -0.3634 -0.2509 0.0 0.1 0.2 -0.318
C 0.2719 -1.7592 -0.5816 -0.2 -0.2 0.2 0.002
C -0.5833 -2.7702 -0.5133 0.2 0.3 0.0 -0.421
H 1.3029 -1.8911 -0.8794 0.0 0.0 0.0 0.219
H 1.3028 0.2022 -1.8227 0.0 -0.1 0.0 0.186
H -0.4357 0.3887 -2.1863 0.0 -0.1 0.0 0.194
H 0.4378 1.6245 -0.6500 0.0 0.1 0.2 0.279
H -2.0625 -0.3512 -0.7057 0.0 0.0 0.0 0.223
H -1.4893 0.9618 0.3639 0.1 0.0 0.0 0.264
H -1.6992 -0.6944 0.9990 0.0 0.0 0.0 0.205
H -0.2461 -3.7590 -0.7902 0.0 0.0 0.0 0.226
H -1.6162 -2.6694 -0.2147 0.0 0.1 0.0 0.208
C 0.5757 2.5770 0.4786 -0.1 -0.3 -0.2 -1.066
C 0.9568 -0.0096 0.9323 -0.3 -0.2 -0.1 0.317
N 0.7770 -0.2923 2.1402 0.0 0.1 -0.4 -0.639
H -0.1746 -0.5461 2.3938 0.0 0.0 -0.1 0.341
H 1.9309 0.2348 0.5286 0.0 0.1 -0.1 0.196
H 0.0051 2.5017 1.4084 0.0 0.0 0.0 0.184
H 0.2136 3.4439 -0.0873 0.0 0.0 0.1 0.197
H 1.6256 2.7451 0.7343 0.0 0.0 0.0 0.192
```
Forces are in eV/Å.

- Charge: 0
- E_HOMO: -6.305 eV



Density functional theory data (wB97M-V/def2-TZVPD) for a 2-piece molecular cluster, C6H14N2 overall.

```
22
Properties=species:S:1:pos:R:3:forces:R:3:nbo_charge:R:1
N -0.9600 0.1215 0.0108 0.8 0.4 -0.1 -0.853
C -1.8936 -0.9154 0.1195 -1.6 -1.9 0.5 -0.111
C -2.8490 -1.1093 -0.8058 0.1 0.1 0.1 -0.021
N -3.9334 -2.0158 -0.5981 -0.6 0.7 0.2 -0.833
H -0.0180 -0.2294 0.1479 0.0 0.2 0.1 0.367
H -1.1341 0.8543 0.6908 0.1 -0.1 -0.1 0.363
H -1.8961 -1.6400 1.0082 0.0 1.1 -1.0 0.157
H -2.8061 -0.5542 -1.7568 -0.1 -0.2 0.5 0.190
H -4.6553 -1.9936 -1.3352 0.8 0.1 0.6 0.372
H -4.3994 -1.7669 0.2890 0.4 -0.5 -0.7 0.373
C 2.1212 0.1561 -1.3928 0.2 0.3 1.7 -0.426
C 2.9166 0.5803 -0.3676 -1.4 -0.7 -0.9 -0.170
C 2.5381 1.7157 0.6071 0.7 -0.1 -2.1 -0.443
C 2.2189 1.3125 2.0352 0.5 -0.7 -0.5 -0.603
H 2.4202 -0.6476 -2.0654 0.1 0.2 0.2 0.200
H 1.0601 0.4666 -1.4562 0.9 0.2 -0.3 0.206
H 3.8747 0.0574 -0.2458 -0.2 0.5 0.1 0.193
H 3.4020 2.3946 0.4847 -0.3 0.0 0.6 0.210
H 1.6977 2.2446 0.1081 0.3 -0.2 0.6 0.206
H 3.0628 0.7405 2.4996 -0.8 0.4 -0.3 0.210
H 2.0193 2.2002 2.6149 -0.1 0.1 0.4 0.213
H 1.3129 0.6937 1.9543 0.3 0.0 0.6 0.202
```
Forces are in eV/Å.

- SMILES string: N/C=C/N.C=CCC
- Charge: 0
- E_HOMO: -8.229 eV



Density functional theory data (wB97M-V/def2-TZVPD) for C6H14N2 as an isolated structure.

```
22
Properties=species:S:1:pos:R:3:forces:R:3:mulliken_spin:R:1
C 1.3566 -1.5154 -0.9147 -0.7 -1.1 1.1 0.029
C 2.0322 -0.6333 0.1230 -0.4 2.0 0.5 0.029
C 1.0737 0.4333 0.7745 -0.8 0.8 0.0 0.008
N -1.7185 -0.2584 0.0670 -1.2 3.6 -0.6 0.348
C -1.2126 1.1136 -0.0241 -0.7 1.2 -1.2 0.117
C 0.1987 1.3309 -0.1046 -0.7 -1.3 0.4 0.372
C -2.3907 2.1023 0.1380 0.5 -1.0 -1.6 0.074
N 0.7002 -2.5879 -0.1106 0.7 0.3 -0.8 0.001
H 0.5881 -0.9878 -1.5106 0.5 0.3 -0.1 -0.007
H 2.0724 -1.9780 -1.6060 -0.2 0.2 0.3 0.002
H 2.8586 -0.0124 -0.2220 0.3 -0.5 -0.4 -0.003
H 2.3297 -1.2171 0.9956 0.3 -0.2 -0.4 0.002
H 0.4503 0.0330 1.5715 -0.4 -0.8 -0.4 0.002
H 1.5756 1.1451 1.4436 0.9 0.1 -0.6 0.034
H -1.3974 0.3698 1.0070 0.1 -3.0 0.7 -0.024
H -1.3364 -0.6719 -0.7853 1.7 -1.3 1.3 -0.005
H 0.5859 2.1267 -0.7249 0.2 0.3 0.2 0.019
H -3.2309 1.4049 0.1559 -0.3 0.5 1.0 -0.002
H -2.6207 2.5566 -0.8472 0.7 0.1 0.3 0.012
H -2.2795 2.8666 0.8871 -0.1 0.1 0.3 -0.007
H -0.1123 -2.2211 0.3608 -0.2 -0.3 0.0 -0.001
H 0.4770 -3.3996 -0.6741 -0.3 0.1 0.2 0.001
```
Forces are in eV/Å.

- Expectation value of S²: 0.770
- Charge: +1
- Spin multiplicity: 2
- E_HOMO (spin up / spin down): -12.980 / -12.975 eV



Density functional theory data (wB97M-V/def2-TZVPD) for a 2-piece molecular cluster, C6H14N2O overall.

```
23
Properties=species:S:1:pos:R:3:forces:R:3:nbo_charge:R:1
C -0.9989 0.2156 2.5439 0.0 0.1 -0.1 -0.638
C 0.0070 -0.2541 1.5432 1.5 1.4 -1.0 -0.060
C 1.4462 -0.0337 1.7309 0.1 0.6 0.4 -0.255
N 0.9485 0.8611 0.6914 -2.0 -2.1 0.9 -0.606
H -1.1449 -0.5554 3.3056 0.1 0.0 0.0 0.225
H -1.9716 0.3793 2.0822 0.0 0.2 0.0 0.217
H -0.6711 1.1225 3.0515 0.0 0.1 0.0 0.213
H -0.2770 -1.1351 0.9814 0.1 0.3 -0.4 0.209
H 2.1104 -0.7961 1.3423 0.2 0.1 0.0 0.216
H 1.7629 0.4344 2.6579 0.1 -0.2 0.1 0.189
H 0.6295 1.7837 0.9654 0.3 0.0 0.8 0.359
C -1.1734 0.7443 -1.5204 0.7 0.7 0.1 -0.411
N -0.0304 -0.1185 -1.6696 1.3 0.3 -0.5 -0.481
C -0.2413 -1.5198 -1.9282 -0.1 0.1 0.4 -0.409
C 1.2929 0.4020 -1.5878 -1.1 -2.3 -3.6 0.569
O 2.2607 -0.3434 -1.7867 -0.8 1.2 1.4 -0.654
H -1.1722 1.1230 -0.4928 -0.6 -0.1 0.0 0.190
H -2.1178 0.2685 -1.7942 0.3 -0.1 0.2 0.211
H -1.0540 1.6208 -2.1652 -0.1 0.1 -0.1 0.192
H -0.8909 -1.6735 -2.7988 0.1 0.1 0.1 0.187
H 0.7168 -2.0051 -2.1005 0.0 0.1 0.0 0.243
H -0.7266 -1.9584 -1.0523 -0.1 -0.5 -0.1 0.168
H 1.2950 1.4380 -1.9991 0.2 0.1 1.4 0.125
```
Forces are in eV/Å.

- SMILES string: C[C@@H]1CN1.CN(C)C=O
- Charge: 0
- E_HOMO: -8.274 eV



Short version: ΔE to the lowest compared entry with this formula, charge and spin = 6.0533, 2.1045, 4.9121, 3.5206 eV, in the order given.
Short version: strongest force on any atom = 0.388, 2.499, 3.819, 4.431 eV/A, in the order given.
Short version: electronic energy = -346.30471, -346.44982, -346.03870, -421.67089 Eh, in the order given.